[1]
ORCA calculation (the ωB97M-V functional and the def2-TZVPD basis) on a molecular structure, C5H8N2.

The spin multiplicity is 1. The value obtained for the HOMO energy is -7.71 eV. For the relative energy (zero: lowest compared OMol25 entry of this formula, charge and spin), the calculation gives 451.1 kJ/mol. Its total energy is -304.66368 Ha.

Last column: Mulliken charge in e.
Cartesian coordinates (Å):
C -2.61 -0.50 -0.29  -0.759
N -1.35 0.16 -0.07  -0.330
C -0.24 -0.47 -0.14  0.063
C 1.03 0.21 0.09  -0.188
C 2.39 -0.43 0.07  -1.221
C 0.68 1.49 0.34  0.575
N -0.23 2.33 0.47  -0.481
H -3.07 -0.11 -1.21  0.240
H -3.28 -0.26 0.53  0.253
H -2.53 -1.59 -0.38  0.282
H -0.18 -1.54 -0.37  0.313
H 3.17 0.28 -0.25  0.334
H 2.42 -1.26 -0.64  0.344
H 2.70 -0.82 1.05  0.252
H 1.09 2.53 0.81  0.322


[2]
ORCA calculation (the ωB97M-V functional and the def2-TZVPD basis) on a molecular structure, C5H8N2.

The spin multiplicity is 1. The value obtained for the HOMO energy is -6.56 eV. For the relative energy (zero: lowest compared OMol25 entry of this formula, charge and spin), the calculation gives 531.8 kJ/mol. Its total energy is -304.63295 Ha.

Last column: natural (NBO) charge in e.
Cartesian coordinates (Å):
C -1.52 -0.12 0.32  -0.399
C 0.78 -1.10 0.05  -0.619
C 0.31 -0.61 -1.31  -0.225
N -0.25 0.55 -0.51  -0.384
C 0.98 0.37 0.36  -0.177
C 0.82 0.94 1.70  0.273
N 0.63 1.40 2.75  -0.313
H -2.35 0.12 -0.32  0.191
H -1.52 -1.20 0.54  0.278
H -1.55 0.39 1.29  0.226
H 1.57 -1.82 0.17  0.194
H -0.48 -1.10 -1.89  0.190
H 1.07 -0.21 -2.01  0.161
H -0.31 1.48 -1.00  0.411
H 1.83 0.89 -0.15  0.193


[3]
ORCA calculation (the ωB97M-V functional and the def2-TZVPD basis) on a single C5H8N2 molecule.

The spin multiplicity is 1. Its SMILES is C[C@]12C[C@H]1C=NN2. The value obtained for the HOMO energy is -8.70 eV. For the relative energy (zero: lowest compared OMol25 entry of this formula, charge and spin), the calculation gives 205.7 kJ/mol. Its total energy is -304.75716 Ha.

Last column: natural (NBO) charge in e.
Cartesian coordinates (Å):
C -1.61 -0.65 -0.38  -0.615
C -0.30 -0.22 0.25  0.110
C -0.15 1.12 0.89  -0.413
C 0.56 0.89 -0.44  -0.330
C 1.86 0.22 -0.41  0.021
N 1.92 -0.92 0.17  -0.234
N 0.63 -1.25 0.61  -0.439
H -2.35 -0.99 0.38  0.214
H -1.50 -1.42 -1.12  0.213
H -2.13 0.16 -0.87  0.223
H 0.47 1.17 1.81  0.224
H -0.95 1.84 0.91  0.228
H 0.41 1.46 -1.32  0.227
H 2.77 0.75 -0.78  0.201
H 0.38 -2.15 0.30  0.371